Entry from OMol25: an isolated ion of composition C8H15N2 and charge +1 at a distorted geometry (wB97M-V/def2-TZVPD).

Last columns: bonded neighbours and bond lengths (Å).
Cartesian coordinates (Å):
1 C 1.64168 0.26061 1.64379  C2 1.339, H11 1.045, H12 1.084
2 C 1.76091 -0.11520 0.36423  C1 1.339, C3 1.483, N4 1.424
3 C 2.86162 0.33786 -0.51959  C2 1.483, H13 1.010, H14 1.137, H15 1.099
4 N 1.22255 -1.29167 -0.23054  C2 1.424, C5 1.345, H16 1.095
5 C -0.06860 -1.64843 -0.35583  N4 1.345, N6 1.312, H17 1.077
6 N -1.08879 -0.86047 -0.11346  C5 1.312, C7 1.415, C9 1.434
7 C -2.48040 -1.11661 -0.13927  N6 1.415, C8 1.505, H18 1.125, H19 1.012
8 C -2.67581 0.33764 0.19563  C7 1.505, C9 1.556, H20 1.058, H21 1.123
9 C -1.13274 0.52045 0.27089  N6 1.434, C8 1.556, C10 1.504, H22 1.137
10 C -0.48304 1.58194 -0.57404  C9 1.504, H23 1.170, H24 1.146, H25 1.136
11 H 2.11948 1.11675 2.00553  C1 1.045
12 H 0.93998 -0.24429 2.29720  C1 1.084
13 H 3.33225 -0.51163 -0.79743  C3 1.010
14 H 3.60316 1.12896 -0.17775  C3 1.137
15 H 2.39490 0.80117 -1.39975  C3 1.099
16 H 1.85237 -1.99750 -0.78146  N4 1.095
17 H -0.34690 -2.59098 -0.79563  C5 1.077
18 H -2.78412 -1.75002 0.73928  C7 1.125
19 H -2.75598 -1.42225 -1.06418  C7 1.012
20 H -3.08658 0.74883 -0.68886  C8 1.058
21 H -3.21190 0.57669 1.15360  C8 1.123
22 H -0.72010 0.65323 1.32224  C9 1.137
23 H -1.24738 2.42794 -0.83622  C10 1.170
24 H -0.06258 1.07658 -1.51229  C10 1.146
25 H 0.41602 1.98041 -0.00609  C10 1.136

The total charge is +1. Its structure (SMILES) is C=C(C)/[NH+]=C\N1CC[C@@H]1C. Its energy above the lowest of the compared OMol25 structures with the same formula, charge and spin is 50.9 kcal per mole. The calculation puts the HOMO-LUMO gap at 0.3670 hartree.